(1)
C2H3NO2 | wB97M-V/def2-TZVPD

The geometry in ORCA input format:
```
! wB97M-V def2-TZVPD RIJCOSX def2/J DEFGRID3
* xyz 0 3
C -0.369 0.010 0.096
C 1.015 -0.648 0.061
N -1.453 -0.653 0.198
O -0.286 1.377 0.053
O 2.111 -0.166 0.208
H 0.748 -1.591 -0.343
H -2.302 -0.049 -0.027
H 0.536 1.720 -0.246
*
```

The energy above the lowest of the compared OMol25 structures with the same formula, charge and spin comes out at 161.0 kJ/mol. The LUMO energy (spin up / spin down) is 0.02526 / -0.12648 hartree. Its HOMO-LUMO gap (spin up / spin down) is 8.18 / 7.15 eV.

---

(2)
C2H4N2S3 | wB97M-V/def2-TZVPD

The geometry in ORCA input format:
```
! wB97M-V def2-TZVPD RIJCOSX def2/J DEFGRID3
* xyz 0 1
C 1.538 -0.705 0.063
C -2.091 0.208 0.293
H 1.862 2.650 -0.567
H 2.211 -1.300 0.604
H -0.018 -2.125 -0.083
H -1.825 0.195 1.316
N 2.064 0.477 0.294
N 0.227 -1.241 -0.338
S 0.824 1.647 -0.589
S -1.272 -0.585 -0.911
S -3.521 0.780 -0.081
*
```

The energy above the lowest of the compared OMol25 structures with the same formula, charge and spin comes out at 306.1 kJ/mol. The LUMO energy is -0.01368 hartree. Its HOMO-LUMO gap is 8.56 eV.

---

(3)
C5H14N2 | wB97M-V/def2-TZVPD

The geometry in ORCA input format:
```
! wB97M-V def2-TZVPD RIJCOSX def2/J DEFGRID3
* xyz 0 1
C -1.275 1.335 0.497
C -0.551 0.750 -0.714
C 0.951 0.593 -0.456
C 1.404 -0.330 0.686
C 0.536 -1.501 1.103
N 0.233 -2.373 -0.059
N -0.715 1.633 -1.900
H -2.353 1.375 0.320
H -1.017 2.376 0.703
H -1.136 0.694 1.359
H -0.915 -0.245 -0.919
H 1.438 1.566 -0.389
H 1.350 0.193 -1.378
H 2.399 -0.725 0.463
H 1.581 0.297 1.568
H -0.401 -1.212 1.574
H 1.090 -2.091 1.822
H -0.752 -2.598 -0.112
H 0.696 -3.271 0.026
H -1.264 1.127 -2.590
H -1.299 2.407 -1.604
*
```

The energy above the lowest of the compared OMol25 structures with the same formula, charge and spin comes out at 61.8 kJ/mol. The LUMO energy is 0.03768 hartree. As for the SMILES: C[C@@H](N)CCCN. Its HOMO-LUMO gap is 10.21 eV.

---

(4)
C33H37BO3S | wB97M-V/def2-TZVPD

The geometry in ORCA input format:
```
! wB97M-V def2-TZVPD RIJCOSX def2/J DEFGRID3
* xyz 0 1
C -0.293 -2.189 -5.329
O -0.891 -0.948 -4.896
C -1.200 -0.818 -3.573
C -1.941 0.327 -3.188
C -2.273 0.527 -1.850
C -1.876 -0.381 -0.874
B -2.263 -0.124 0.727
C -3.731 -0.779 0.922
C -4.062 -2.109 1.062
C -5.473 -2.302 1.296
C -6.174 -1.115 1.384
C -7.625 -0.913 1.595
S -5.091 0.249 1.196
O -1.476 -0.902 1.640
C -0.697 0.069 2.317
C -0.314 -0.492 3.678
C 0.554 0.354 1.517
C -1.662 1.376 2.318
C -2.623 1.315 3.498
C -0.988 2.742 2.290
O -2.363 1.255 1.089
C -1.164 -1.512 -1.244
C -0.825 -1.752 -2.581
H -0.291 -2.128 -6.418
H 0.739 -2.278 -4.954
H -0.888 -3.055 -4.996
H -2.238 1.035 -3.956
H -2.860 1.397 -1.562
H -3.351 -2.925 0.976
H -5.939 -3.279 1.402
H -8.135 -1.880 1.641
H -7.796 -0.370 2.534
H -8.043 -0.329 0.765
H 0.312 0.228 4.218
H -1.196 -0.729 4.281
H 0.265 -1.415 3.542
H 1.280 0.939 2.098
H 1.043 -0.581 1.217
H 0.320 0.916 0.600
H -2.073 1.560 4.418
H -3.421 2.054 3.370
H -3.076 0.321 3.602
H -0.335 2.884 3.161
H -0.404 2.889 1.375
H -1.765 3.517 2.310
H -0.873 -2.240 -0.490
H -0.271 -2.656 -2.844
C 2.556 1.648 -0.347
C 2.954 2.381 0.825
C 2.398 3.663 1.080
C 2.669 4.331 2.267
C 3.496 3.745 3.238
C 4.099 2.506 2.979
C 3.851 1.836 1.784
C 3.279 0.574 -0.850
C 3.059 0.055 -2.118
C 3.781 -1.048 -2.664
C 3.592 -1.413 -4.027
C 4.254 -2.506 -4.572
C 5.121 -3.280 -3.783
C 5.342 -2.920 -2.443
C 4.694 -1.820 -1.892
H 1.695 2.015 -0.915
H 1.748 4.106 0.322
H 2.211 5.304 2.453
H 3.669 4.252 4.188
H 4.748 2.047 3.726
H 4.315 0.866 1.596
H 4.075 0.145 -0.240
H 2.331 0.554 -2.763
H 2.911 -0.809 -4.630
H 4.090 -2.770 -5.618
H 5.620 -4.151 -4.205
H 6.018 -3.511 -1.826
H 4.872 -1.554 -0.847
*
```

The LUMO energy is -0.13171 hartree. Its HOMO-LUMO gap is 2.38 eV.

---

(5)
C10H30AlN12O9 | wB97M-V/def2-TZVPD

The geometry in ORCA input format:
```
! wB97M-V def2-TZVPD RIJCOSX def2/J DEFGRID3
* xyz -1 1
C 0.898 -1.788 2.076
C 0.444 -0.412 2.501
C 1.424 0.729 2.418
N -0.701 -0.211 2.960
Al -2.103 -0.462 1.771
O -1.986 0.677 0.374
C -3.797 -0.206 2.876
O -5.036 -0.152 2.178
O -5.044 0.819 1.125
O -2.173 -2.168 1.008
C -3.300 -2.560 0.727
N -4.337 -2.927 0.431
H 0.055 -2.448 2.072
H 1.557 -2.154 2.852
H 1.463 -1.813 1.157
H 1.907 0.798 1.463
H 0.913 1.640 2.654
H 2.138 0.571 3.191
H -1.989 0.160 -0.427
H -3.818 -1.030 3.560
H -3.646 0.708 3.450
H -4.440 1.532 1.345
C -5.011 -0.120 -3.001
O -4.051 -0.860 -3.123
N -5.326 0.853 -3.931
N -5.892 -0.149 -1.961
H -6.112 1.464 -3.829
H -4.739 0.945 -4.735
H -5.755 -0.829 -1.228
H -6.668 0.478 -1.897
C 5.300 0.869 2.469
O 4.166 1.270 2.627
N 6.102 1.310 1.440
N 5.872 -0.070 3.286
H 7.037 0.986 1.285
H 5.712 1.990 0.818
H 5.315 -0.427 4.040
H 6.799 -0.429 3.159
C 5.280 -3.385 1.713
O 6.055 -3.390 2.666
N 4.899 -4.543 1.080
N 4.737 -2.249 1.209
H 4.265 -4.564 0.305
H 5.278 -5.401 1.427
H 4.991 -1.390 1.654
H 4.098 -2.223 0.427
C 1.819 -0.539 -1.740
O 2.399 -1.215 -0.897
N 0.595 -0.879 -2.219
N 2.354 0.610 -2.245
H 0.096 -0.326 -2.893
H 0.170 -1.712 -1.857
H 3.251 0.885 -1.901
H 1.879 1.184 -2.919
C -2.572 3.740 -3.930
O -1.625 2.998 -4.136
N -2.924 4.716 -4.834
N -3.356 3.675 -2.824
H -3.693 5.342 -4.700
H -2.370 4.793 -5.664
H -3.140 2.974 -2.126
H -4.134 4.285 -2.675
*
```

The LUMO energy is 0.07960 hartree. Its HOMO-LUMO gap is 6.17 eV.

---

(6)
C2HCl2NS | wB97M-V/def2-TZVPD

The geometry in ORCA input format:
```
! wB97M-V def2-TZVPD RIJCOSX def2/J DEFGRID3
* xyz 0 1
C -0.950 -0.922 -1.254
C 0.302 -0.588 -0.843
N -1.957 -1.432 -1.491
S 0.061 2.504 2.249
Cl 1.457 -1.885 -0.623
Cl 0.931 1.048 -0.650
H 0.157 1.277 2.612
*
```

The energy above the lowest of the compared OMol25 structures with the same formula, charge and spin comes out at 271.3 kJ/mol. The LUMO energy (spin up / spin down) is -0.07566 / -0.09318 hartree. Its HOMO-LUMO gap (spin up / spin down) is 8.19 / 6.97 eV.

---

(7)
C4H5N3 | wB97M-V/def2-TZVPD

The geometry in ORCA input format:
```
! wB97M-V def2-TZVPD RIJCOSX def2/J DEFGRID3
* xyz 0 1
C 1.284 -1.130 0.282
C 0.078 -1.595 -0.465
C -0.397 1.252 0.446
C -1.040 0.534 -0.657
N 1.522 -0.022 0.850
N -0.830 -0.901 -0.990
N -0.433 2.240 1.157
H 2.211 -1.629 0.258
H 0.131 -2.619 -0.706
H -2.076 0.635 -0.657
H -0.715 1.125 -1.458
H 0.265 2.108 1.940
*
```

The energy above the lowest of the compared OMol25 structures with the same formula, charge and spin comes out at 521.5 kJ/mol. The LUMO energy (spin up / spin down) is 0.00545 / 0.00507 hartree. Its HOMO-LUMO gap (spin up / spin down) is 8.44 / 7.93 eV.

---

(8)
C18H32N7PdSSi | wB97M-V/def2-TZVPD

The geometry in ORCA input format:
```
! wB97M-V def2-TZVPD RIJCOSX def2/J DEFGRID3
* xyz 3 1
Pd -0.278 -0.270 1.076
C 1.510 -1.409 3.241
C 0.379 -2.360 2.913
N -0.871 -1.578 2.646
C -1.431 -0.901 3.861
C -2.053 0.422 3.482
N -1.203 1.140 2.496
C -0.072 1.944 3.022
C 1.037 1.064 3.525
N 1.316 -0.068 2.573
H 1.630 -1.247 4.309
H 2.436 -1.861 2.891
H 0.628 -2.904 2.009
H 0.230 -3.095 3.705
H -1.582 -2.195 2.259
H -2.191 -1.543 4.304
H -0.638 -0.796 4.595
H -3.024 0.263 3.017
H -2.207 1.038 4.370
H -1.796 1.782 1.979
H 0.280 2.564 2.200
H -0.409 2.611 3.818
H 1.931 1.676 3.640
H 0.819 0.650 4.504
H 2.156 0.161 2.051
C 1.858 4.045 -3.554
Si 0.599 2.719 -3.550
C -1.030 3.336 -2.925
C 0.384 1.857 -5.147
C 1.277 1.352 -2.360
C 2.482 0.694 -2.659
C 2.995 -0.318 -1.845
C 2.297 -0.701 -0.721
N 1.152 -0.065 -0.426
C 0.696 0.919 -1.202
S -0.760 1.510 -0.415
H 1.534 4.843 -4.229
H 2.838 3.705 -3.898
H 1.974 4.473 -2.555
H -1.384 4.058 -3.669
H -0.968 3.875 -1.969
H -1.797 2.558 -2.841
H 0.006 2.558 -5.898
H -0.343 1.045 -5.048
H 1.315 1.438 -5.542
H 3.036 0.974 -3.551
H 3.936 -0.802 -2.069
H 2.635 -1.496 -0.069
N -1.826 -5.218 -0.577
C -1.794 -3.907 -0.849
C -1.222 -2.968 0.039
N -1.221 -1.668 -0.271
C -1.749 -1.266 -1.424
C -2.266 -2.228 -2.298
N -2.301 -3.516 -2.027
H -1.462 -5.616 0.270
H -2.217 -5.842 -1.267
H -0.745 -3.307 0.944
H -1.826 -0.218 -1.642
H -2.701 -1.909 -3.238
*
```

The energy above the lowest of the compared OMol25 structures with the same formula, charge and spin comes out at 21.7 kJ/mol. The LUMO energy is -0.43932 hartree. Its HOMO-LUMO gap is 5.43 eV.

---

(9)
C22H13BrN4PtSe | wB97M-V/def2-TZVPD

The geometry in ORCA input format:
```
! wB97M-V def2-TZVPD RIJCOSX def2/J DEFGRID3
* xyz 0 1
Pt -0.314 0.053 0.243
Br -6.221 -4.442 -1.358
C -4.506 -3.655 -1.298
C -3.474 -4.218 -2.034
C -2.219 -3.641 -1.995
C -1.985 -2.509 -1.214
C -3.034 -1.959 -0.491
C -4.297 -2.527 -0.527
N -0.717 -1.859 -1.130
C 0.339 -2.376 -1.585
C 1.632 -1.690 -1.413
C 2.775 -2.181 -2.017
C 3.975 -1.507 -1.841
C 3.987 -0.353 -1.080
C 2.802 0.076 -0.505
N 1.658 -0.581 -0.657
H -3.652 -5.097 -2.638
H -1.435 -4.080 -2.598
H -2.852 -1.084 0.116
H -5.110 -2.087 0.033
H 0.358 -3.347 -2.080
H 2.714 -3.075 -2.623
H 4.884 -1.877 -2.295
H 4.898 0.205 -0.923
H 2.761 0.971 0.101
N 0.661 -0.424 10.146
C 0.551 -0.361 9.003
C 0.415 -0.278 7.570
C 0.034 0.923 6.975
C -0.092 1.005 5.601
C 0.159 -0.109 4.796
C 0.536 -1.310 5.405
C 0.664 -1.396 6.778
C 0.029 -0.024 3.370
C -0.056 0.007 2.165
H -0.161 1.785 7.598
H -0.388 1.935 5.137
H 0.728 -2.175 4.785
H 0.957 -2.326 7.247
Se -4.560 1.663 -0.853
C -2.875 1.490 -0.434
N -1.726 1.409 -0.165
*
```

The energy above the lowest of the compared OMol25 structures with the same formula, charge and spin comes out at 245.3 kJ/mol. The LUMO energy is -0.06980 hartree. Its HOMO-LUMO gap is 5.93 eV.

---

(10)
C3H7NO2 | wB97M-V/def2-TZVPD

The geometry in ORCA input format:
```
! wB97M-V def2-TZVPD RIJCOSX def2/J DEFGRID3
* xyz 0 1
O -3.326 1.115 0.553
C -2.970 0.283 -0.218
O -1.660 0.099 -0.527
H -3.672 -0.414 -0.697
H -1.678 -0.390 -1.364
C 1.700 -0.283 1.282
C 1.713 0.122 -1.004
N 2.380 -0.239 0.001
H 2.171 -1.017 1.937
H 0.627 -0.499 1.216
H 1.825 0.678 1.774
H 2.247 0.623 -1.813
H 0.644 -0.076 -1.142
*
```

The energy above the lowest of the compared OMol25 structures with the same formula, charge and spin comes out at 243.2 kJ/mol. The LUMO energy is 0.01390 hartree. As for the SMILES: C=NC.O=CO. Its HOMO-LUMO gap is 9.61 eV.

---

(11)
C38H30F5HgN4O3 | wB97M-V/def2-TZVPD

The geometry in ORCA input format:
```
! wB97M-V def2-TZVPD RIJCOSX def2/J DEFGRID3
* xyz -2 2
Hg -0.271 0.897 0.204
C -3.045 -0.052 -2.089
O -1.697 -0.192 -1.752
C -0.840 -0.697 -2.706
C -1.241 -1.080 -3.967
C -0.327 -1.602 -4.880
C 0.997 -1.740 -4.502
C 1.417 -1.358 -3.247
C 0.524 -0.806 -2.310
N 0.883 -0.413 -1.053
N 2.195 -0.522 -0.800
C 2.717 -0.239 0.393
C 2.012 0.034 1.622
O 0.710 0.008 1.732
C 2.766 0.277 2.790
C 4.138 0.299 2.805
C 4.865 0.061 1.624
C 6.272 0.097 1.598
C 6.971 -0.152 0.446
C 6.280 -0.433 -0.738
C 4.906 -0.457 -0.743
C 4.161 -0.225 0.421
H -3.499 -1.022 -2.328
H -3.185 0.638 -2.931
H -3.525 0.358 -1.206
H -2.275 -0.981 -4.270
H -0.661 -1.883 -5.871
H 1.712 -2.149 -5.206
H 2.450 -1.456 -2.956
H 2.206 0.480 3.694
H 4.671 0.505 3.725
H 6.795 0.329 2.518
H 8.055 -0.132 0.447
H 6.832 -0.617 -1.651
H 4.362 -0.657 -1.653
C -5.793 0.583 0.388
C -5.789 -0.537 1.428
C -4.929 -1.708 1.014
C -5.558 -2.864 0.578
C -4.834 -3.967 0.165
C -3.450 -3.923 0.212
C -2.780 -2.793 0.651
C -1.285 -2.777 0.805
C -0.515 -3.460 -0.322
C -3.516 -1.652 1.036
N -2.863 -0.473 1.258
C -2.931 0.289 2.284
C -2.457 1.622 2.275
C -2.795 2.647 3.169
C -2.217 3.808 2.675
C -1.527 3.440 1.524
N -1.680 2.135 1.264
H -6.471 1.381 0.686
H -6.104 0.196 -0.582
H -4.794 1.004 0.297
H -6.814 -0.895 1.576
H -5.442 -0.125 2.375
H -6.643 -2.908 0.572
H -5.348 -4.861 -0.170
H -2.887 -4.791 -0.097
H -1.029 -3.261 1.755
H -0.954 -1.738 0.878
H -0.632 -4.544 -0.294
H 0.542 -3.224 -0.221
H -0.843 -3.087 -1.290
H -3.389 -0.053 3.227
H -3.421 2.541 4.040
H -2.279 4.797 3.093
H -0.934 4.065 0.880
F 6.278 4.162 0.003
C 4.998 3.724 -0.165
C 4.080 3.792 0.877
F 4.469 4.306 2.070
C 2.776 3.389 0.691
F 1.910 3.516 1.727
C 2.273 2.879 -0.547
O 1.063 2.587 -0.741
C 3.268 2.824 -1.573
F 2.908 2.391 -2.807
C 4.570 3.234 -1.394
F 5.439 3.209 -2.433
*
```

The energy above the lowest of the compared OMol25 structures with the same formula, charge and spin comes out at 64.9 kJ/mol. The LUMO energy (spin up / spin down) is 0.15947 / 0.15947 hartree. Its HOMO-LUMO gap (spin up / spin down) is 4.52 / 5.82 eV.

---

(12)
C4H13NO | wB97M-V/def2-TZVPD

The geometry in ORCA input format:
```
! wB97M-V def2-TZVPD RIJCOSX def2/J DEFGRID3
* xyz 0 1
C 1.251 -0.996 -1.201
C -0.091 -0.281 -1.182
N -0.600 0.027 0.147
C -1.847 0.746 0.082
C -0.677 -1.086 1.052
H 2.006 -0.286 -0.857
H 1.279 -1.842 -0.527
H 1.501 -1.246 -2.228
H -0.849 -0.890 -1.719
H 0.024 0.644 -1.754
H -2.103 1.176 1.046
H -2.686 0.083 -0.184
H -1.804 1.579 -0.617
H -1.223 -1.955 0.634
H 0.322 -1.466 1.279
H -1.148 -0.770 1.974
H 0.953 0.952 0.915
H 1.536 2.200 1.584
O 1.799 1.445 1.042
*
```

The energy above the lowest of the compared OMol25 structures with the same formula, charge and spin comes out at 48.5 kJ/mol. The LUMO energy is 0.03350 hartree. As for the SMILES: CCN(C)C.O. Its HOMO-LUMO gap is 9.75 eV.

---

Maximum force list, top to bottom, in hartree/bohr: 0.107; 0.108; 0.028; 0.077; 0.058; 0.059; 0.072; 0.013; 0.029; 0.036; 0.064; 0.021